Entry 1:
Computed, not measured: 5 unconnected molecules or ions with the total composition C13H15F3N2O9 at a distorted geometry, with the ωB97M-V functional and the def2-TZVPD basis.

```
! RIJCOSX wB97M-V def2-TZVPD def2/J DEFGRID3
* xyz 0 1
H 1.589 0.260 -6.911
C 0.169 3.604 5.787
O -0.008 -0.347 1.165
C -1.042 -4.600 4.142
C 2.529 3.555 -2.556
O 1.486 0.749 -4.940
O -0.052 2.065 -3.944
C -0.026 -0.720 -5.880
C 0.234 1.169 -4.669
C 0.136 2.950 4.483
H 1.666 0.795 0.473
F -0.105 -1.765 -5.014
H -0.048 -4.791 3.741
O -0.665 0.366 -5.278
F 0.815 -0.031 -1.720
O -1.851 -5.744 4.012
C -1.885 -3.505 3.448
N 0.142 2.428 3.465
H 0.798 3.083 6.502
F -0.939 -4.303 5.489
O -3.568 -6.359 2.670
O -2.792 -4.263 2.663
C 1.434 -0.241 -5.955
H 1.998 3.560 -3.503
H -2.365 -2.808 4.130
H 3.146 2.664 -2.461
H 0.488 4.636 5.643
C -1.115 -0.706 0.495
C 0.578 0.740 0.527
C 1.541 3.604 -1.469
H -0.849 3.664 6.174
H 0.295 1.712 0.945
H -1.245 -2.919 2.787
H 2.107 -1.065 -5.750
N 0.745 3.796 -0.662
C -2.823 -5.542 3.093
O -1.855 -1.533 0.884
H -0.452 -0.981 -6.841
O -1.202 -0.009 -0.671
H 3.158 4.432 -2.407
C 0.019 0.696 -0.872
H -0.186 1.703 -1.216
*
```

Results
E_LUMO: 0.40 eV
SMILES string: O=C1OC[C@@H](F)O1.O=C1OC[C@@H](F)O1.O=C1OC[C@@H](F)O1.CC#N.CC#N
highest occupied orbital energy: -10.9 eV
calculated total energy: -43284.2478 eV
relative energy (zero: lowest compared OMol25 entry of this formula, charge and spin): 2.7 kcal per mole

Löwdin atomic charge list, values in e, 2 entries: 0.140, -0.067

***

Entry 2:
Computed, not measured: C13H15F3N3O8P in the gas phase at a distorted geometry, with the ωB97M-V functional and the def2-TZVPD basis.

```
! RIJCOSX wB97M-V def2-TZVPD def2/J DEFGRID3
* xyz 0 1
H 3.220 -2.852 1.660
C 0.925 -3.135 -2.686
H -0.124 -3.448 -0.823
H 3.053 -3.645 4.029
C -1.354 0.558 -0.346
N -0.824 0.277 0.877
O 0.908 -1.648 -0.802
C -1.188 1.974 -0.798
H -0.795 -2.135 -1.833
C 2.378 -3.457 2.008
O -1.947 -0.264 -1.008
H 0.328 -3.844 -3.253
N -0.986 3.742 -4.081
H 2.061 -2.214 3.727
F -2.069 -0.689 3.188
O -0.931 4.890 -4.448
O -1.011 2.771 -4.798
H -1.258 1.386 -2.861
H 2.550 -4.507 1.760
H -1.489 -1.677 0.777
H 1.300 -3.809 3.836
F 0.055 -0.601 3.468
H -1.144 2.908 1.155
P 1.023 -1.585 0.775
O 2.013 -0.605 1.196
O -0.777 6.554 0.047
H -0.824 5.595 -2.154
O 1.202 -3.091 1.272
H 1.833 -3.626 -2.344
H -0.116 0.887 1.265
C 2.181 -3.270 3.500
C -0.970 4.333 -0.416
O -0.922 5.182 1.695
H 1.201 -2.306 -3.331
N -0.883 5.448 0.517
C 0.124 -2.627 -1.501
C -1.164 2.211 -2.169
C -1.095 3.043 0.085
C -1.025 3.507 -2.643
C -0.908 -1.222 2.779
F -0.913 -2.499 3.171
C -0.714 -1.097 1.287
C -0.926 4.586 -1.778
*
```

Results
E_LUMO: -1.32 eV
SMILES string: CCOP(=O)(OCC)[C@H](NC(=O)c1cc([N+](=O)[O-])cc([N+](=O)[O-])c1)C(F)(F)F
highest occupied orbital energy: -10.7 eV
calculated total energy: -52013.9258 eV
relative energy (zero: lowest compared OMol25 entry of this formula, charge and spin): 0.0 kcal per mole

Löwdin atomic charge list, values in e, 2 entries: 0.115, -0.060

***

Entry 3:
Computed, not measured: a molecular structure, C13H15KN7O, with the ωB97M-V functional and the def2-TZVPD basis.

```
! RIJCOSX wB97M-V def2-TZVPD def2/J DEFGRID3
* xyz 1 1
N -3.298 0.142 -0.890
C 4.872 -0.047 -1.201
N -6.178 2.244 -1.530
C 6.384 -0.068 -1.269
C -0.492 -0.983 4.011
H 6.605 0.247 0.777
H 4.751 -0.503 -3.285
C -1.734 -0.428 3.817
C 4.122 0.214 -0.062
H -5.871 -1.891 -0.203
N -6.078 0.052 -0.840
C 2.807 -0.287 -2.378
C -3.955 -0.964 -0.515
H -0.053 -1.292 4.942
N 2.078 -0.034 -1.288
C -4.024 1.191 -1.235
H -5.764 3.020 -2.014
C -5.339 -0.994 -0.499
N -1.857 -0.209 2.494
N 7.053 0.120 -0.109
K -0.594 -0.110 -0.922
N -0.764 -0.578 1.807
H -3.373 -1.830 -0.225
H 4.571 0.428 0.897
H -2.658 0.153 2.004
H 2.140 0.427 0.721
H -2.523 -0.182 4.506
C 4.190 -0.301 -2.384
H 1.030 -1.439 2.434
H 8.058 0.109 -0.144
C 2.741 0.212 -0.157
H 2.257 -0.486 -3.290
O 6.939 -0.245 -2.331
H -7.172 2.115 -1.613
H -3.502 2.091 -1.542
C -5.435 1.159 -1.211
C 0.066 -1.054 2.725
*
```

Results
E_LUMO: -2.64 eV
highest occupied orbital energy: -11.6 eV
calculated total energy: -42524.0137 eV
relative energy (zero: lowest compared OMol25 entry of this formula, charge and spin): 0.0 kcal per mole

Löwdin atomic charge list, values in e, 2 entries: -0.051, -0.105

***

Entry 4:
Computed, not measured: a molecular structure, C13H15MnN6O3S3, with the ωB97M-V functional and the def2-TZVPD basis.

```
! RIJCOSX wB97M-V def2-TZVPD def2/J DEFGRID3
* xyz -1 2
N 1.206 0.559 -1.369
C 1.844 1.699 -1.042
C 2.894 5.127 2.192
H 0.819 -2.218 0.032
H 2.883 -0.290 -4.138
N -1.791 2.202 3.414
Mn -0.362 0.125 -0.149
S -1.517 -1.332 -1.668
C 2.927 2.154 -1.799
C 2.205 6.033 0.079
H 2.469 3.046 2.500
H 3.166 7.180 1.618
O -1.039 0.916 -3.380
H 3.343 5.258 3.169
H 0.944 -0.965 -2.702
N 0.360 1.726 0.729
C 1.727 4.785 -0.297
H 2.170 -0.391 1.664
C 2.628 0.282 -3.258
O -1.678 1.335 -1.075
H 2.111 6.872 -0.599
S -1.991 0.568 -2.330
O -3.379 0.671 -2.713
H 0.352 -1.676 1.489
H 4.158 1.774 -3.506
C 1.830 3.698 0.565
H 1.253 4.648 -1.262
C 2.793 6.207 1.323
C -1.149 1.602 2.364
S -1.649 0.022 1.896
C 3.322 1.434 -2.907
H 2.639 -0.753 0.181
N 0.826 -1.400 0.634
N -0.209 2.330 1.802
H -1.696 3.205 3.449
C 2.413 3.883 1.816
C 1.567 -0.110 -2.465
C 1.329 2.367 0.139
H 3.435 3.063 -1.508
H -2.699 1.828 3.629
N 2.216 -1.167 1.008
*
```

Results
E_LUMO (alpha / beta): 2.44 / 2.48 eV
highest occupied orbital energy (alpha / beta): -4.2 / -3.9 eV
calculated total energy: -92636.4907 eV
relative energy (zero: lowest compared OMol25 entry of this formula, charge and spin): 0.0 kcal per mole

Löwdin atomic charge list, values in e, 2 entries: 0.016, -0.194

***

Entry 5:
Computed, not measured: a molecular structure, C13H15MoNO5Se3 at a distorted geometry, with the ωB97M-V functional and the def2-TZVPD basis.

```
! RIJCOSX wB97M-V def2-TZVPD def2/J DEFGRID3
* xyz 2 1
Se 0.749 -1.966 -1.097
H 2.191 -2.220 3.841
C -3.443 -2.748 -1.955
C 2.468 -1.803 2.866
C -1.249 3.605 -0.549
N -2.559 -2.214 -1.309
Mo -1.347 -1.122 -0.492
C 0.103 -1.131 2.472
H 1.829 -0.354 0.521
H 2.766 -1.860 0.392
H 0.283 -0.062 2.318
H -0.305 4.635 -4.168
H 2.702 -0.738 2.998
O -0.132 -3.683 0.913
H 0.240 2.373 -4.454
C 1.256 -1.956 1.892
H 0.650 -3.808 2.829
C -1.290 4.925 -0.927
C -0.578 4.344 -3.165
O 3.557 -2.492 2.318
Se -4.626 -3.494 -2.862
O -0.083 2.026 -3.609
H 4.278 -2.531 2.960
C -0.541 2.997 -2.813
C -1.060 1.236 -1.153
O -0.697 0.749 -0.017
O -1.613 0.374 -1.908
C 1.762 -1.445 0.538
C -0.921 2.625 -1.501
C 0.936 -3.459 1.831
H -1.001 6.330 -2.515
H -0.372 -4.619 0.962
H -1.518 3.287 0.448
Se -1.757 -1.478 1.802
H 1.838 -3.987 1.499
H -1.579 5.687 -0.221
C -0.967 5.289 -2.235
H 0.028 -1.310 3.548
*
```

Results
E_LUMO (alpha / beta): -9.61 / -9.14 eV
highest occupied orbital energy (alpha / beta): -14.1 / -14.1 eV
calculated total energy: -223329.2404 eV

Löwdin atomic charge list, values in e, 2 entries: 0.997, 0.145

***

Entry 6:
Computed, not measured: a molecular structure, C13H15N2O8P2Ru, with the ωB97M-V functional and the def2-TZVPD basis.

```
! RIJCOSX wB97M-V def2-TZVPD def2/J DEFGRID3
* xyz 1 1
H 2.134 2.185 2.146
C 1.187 1.686 2.305
N -0.679 0.153 -0.443
H 1.756 2.853 -2.152
H -2.552 2.981 -2.213
H 2.108 -2.370 -3.093
C -0.075 -0.358 2.671
H -3.670 0.763 -1.795
C 1.150 0.290 2.409
C -0.110 -1.796 2.454
H -2.362 -1.027 -0.656
Ru 0.277 -1.294 0.535
O 2.045 -1.687 0.177
P 2.494 -2.724 -0.981
O -0.587 -2.644 -0.611
C -0.052 3.680 -1.597
O 1.953 -1.929 -2.246
N 1.291 3.673 -1.802
H -0.514 -4.867 -2.967
O -0.202 -4.014 -2.635
H 0.780 -2.372 2.718
C -1.253 0.409 2.793
P -0.086 -4.045 -1.049
H 2.073 -0.280 2.402
H -2.194 -0.091 2.989
O -0.666 -5.215 -0.411
C -2.649 0.946 -1.494
C -0.698 2.335 -1.373
H -2.092 2.368 2.808
C -2.028 2.160 -1.738
O -0.732 4.677 -1.539
H 1.713 4.563 -2.018
H 0.967 1.397 -0.372
H 0.059 3.499 2.358
O 1.515 -3.956 -0.796
C 0.027 2.420 2.433
O 3.898 -3.070 -0.925
H -1.041 -2.341 2.588
C -0.053 1.311 -0.715
C -1.193 1.779 2.688
C -1.943 -0.050 -0.853
*
```

Results
E_LUMO: -5.40 eV
highest occupied orbital energy: -13.0 eV
calculated total energy: -54243.9848 eV
relative energy (zero: lowest compared OMol25 entry of this formula, charge and spin): 20.2 kcal per mole

Löwdin atomic charge list, values in e, 2 entries: 0.126, -0.060